# 1
The following is a quantum chemistry calculation of a 3-piece molecular cluster, C20H25NO8 overall at a distorted geometry, from the OMol25 dataset.

Atoms and positions in Å:
H1 -4.6931 1.5717 -0.6173
N1 -4.2757 0.8829 -1.2602
C1 -3.4011 0.2819 -0.5426
C2 -2.4926 -0.8448 -1.1826
C3 -1.4490 -0.0728 -2.0673
C4 -0.2058 0.2837 -1.6651
C5 0.7365 1.1048 -2.6332
O1 1.9510 1.0886 -2.4578
C6 0.0502 1.9402 -3.7401
C7 0.6660 3.0953 -4.3949
C8 -0.0916 3.8281 -5.4181
C9 -1.4527 3.4422 -5.8228
C10 -2.0662 2.2577 -5.1917
C11 -1.3067 1.5543 -4.1687
C12 -1.9484 0.3142 -3.4991
O2 -2.8264 -0.3095 -4.0484
H2 -3.1859 0.5276 0.5289
H3 -3.1138 -1.5080 -1.8440
H4 -2.0139 -1.5028 -0.4172
H5 0.1191 -0.0170 -0.6429
H6 1.7009 3.4046 -4.1030
H7 0.3600 4.7161 -5.9232
H8 -2.0497 3.9963 -6.5801
H9 -3.0883 1.9258 -5.5019
C13 -1.5530 1.4604 6.6375
C14 -2.3770 1.6262 5.3750
O3 -1.6004 2.1956 4.3126
C15 -0.7280 1.3685 3.7257
O4 -0.5499 0.2097 4.0026
O5 -0.0677 2.0607 2.7885
C16 0.9735 1.3208 2.1510
H10 -1.0987 2.4108 6.9250
H11 -2.1758 1.1009 7.4580
H12 -0.7389 0.7499 6.4902
H13 -3.1945 2.3216 5.5667
H14 -2.8228 0.6810 5.0568
H15 0.5964 0.3840 1.7391
H16 1.7824 1.1309 2.8573
H17 1.3628 1.9260 1.3335
C17 4.3960 -2.9337 -1.3764
C18 3.1148 -2.2742 -0.9035
O6 2.2580 -3.2234 -0.2519
C19 2.6233 -3.5806 0.9842
O7 3.5846 -3.1758 1.5868
O8 1.7440 -4.4877 1.4298
C20 2.0751 -5.0337 2.7064
H18 4.1714 -3.7949 -2.0090
H19 5.0062 -2.2267 -1.9403
H20 4.9870 -3.3012 -0.5367
H21 2.5655 -1.8923 -1.7643
H22 3.3106 -1.4224 -0.2485
H23 2.2187 -4.2470 3.4472
H24 2.9697 -5.6527 2.6261
H25 1.2439 -5.6616 3.0234

Computed properties:
DFT total energy: -1433.72621 hartree
HOMO-LUMO gap: 8.719 eV
SMILES: [H]/N=C/CC1=CC(=O)c2ccccc2C1=O.CCOC(=O)OC.CCOC(=O)OC
charge: 0

# 2
The following is a quantum chemistry calculation of C37H55BrO3PS2TeZr as an isolated structure, from the OMol25 dataset.

Atoms and positions in Å:
Zr1 -0.6828 -0.7437 1.4208
C1 -1.3178 3.0134 1.0958
C2 -0.1592 2.4065 0.3579
C3 -0.0544 2.5429 -1.0189
C4 1.1213 2.2181 -1.6877
C5 1.2507 2.4305 -3.1700
C6 2.1922 1.7265 -0.9510
C7 2.0976 1.4985 0.4128
C8 3.2799 0.9336 1.1461
C9 0.9005 1.8235 1.0747
H1 -2.1203 3.2902 0.4083
H2 -0.9875 3.9202 1.6070
H3 -1.7083 2.3443 1.8591
H4 -0.8789 2.9761 -1.5754
H5 1.7830 3.3622 -3.3743
H6 0.2751 2.4935 -3.6510
H7 1.8165 1.6233 -3.6364
H8 3.1177 1.4815 -1.4624
H9 4.1277 1.6181 1.0821
H10 3.5917 -0.0142 0.6994
H11 3.0634 0.7627 2.1959
H12 0.8782 1.8232 2.1622
C10 4.7398 -5.0695 -2.2675
C11 4.5845 -5.3610 -0.7753
C12 5.9529 -5.1904 -0.1013
C13 4.1097 -6.8121 -0.6130
C14 3.5778 -4.4209 -0.1139
C15 2.8991 -3.4409 -0.8178
C16 2.0142 -2.6305 -0.1338
Br1 1.0680 -1.2905 -1.1101
C17 1.7636 -2.7300 1.2284
O1 0.8958 -1.8597 1.7866
C18 2.4122 -3.7459 1.9542
C19 3.3055 -4.5450 1.2508
C20 2.0980 -4.0140 3.4312
C21 3.0138 -5.0906 4.0180
C22 0.6499 -4.5194 3.5333
C23 2.2557 -2.7477 4.2831
H13 5.4675 -5.7596 -2.6969
H14 5.1035 -4.0548 -2.4468
H15 3.7989 -5.2043 -2.8060
H16 6.6822 -5.8609 -0.5608
H17 5.9102 -5.4223 0.9639
H18 6.3144 -4.1656 -0.2098
H19 4.8258 -7.4931 -1.0780
H20 3.1387 -6.9581 -1.0910
H21 4.0160 -7.0940 0.4371
H22 3.0388 -3.3016 -1.8802
H23 3.8243 -5.3216 1.7919
H24 2.8879 -6.0559 3.5239
H25 2.7622 -5.2283 5.0705
H26 4.0663 -4.8033 3.9629
H27 0.5223 -5.4443 2.9650
H28 -0.0505 -3.7747 3.1557
H29 0.3984 -4.7181 4.5788
H30 3.2404 -2.2941 4.1476
H31 2.1469 -3.0076 5.3388
H32 1.4927 -2.0134 4.0446
C24 -4.6516 -1.1041 -0.2139
P1 -3.7749 0.4240 0.0581
C25 -4.5450 1.2678 1.4263
C26 -3.9393 1.4106 -1.4175
O2 -2.2982 0.1851 0.3592
H33 -5.6917 -0.9098 -0.4774
H34 -4.6151 -1.6873 0.7068
H35 -4.1648 -1.6669 -1.0098
H36 -5.6264 1.3279 1.2935
H37 -4.1333 2.2724 1.5183
H38 -4.3121 0.7114 2.3375
H39 -4.9949 1.5678 -1.6444
H40 -3.4641 0.8886 -2.2491
H41 -3.4517 2.3754 -1.2760
C27 1.9953 5.8272 5.0207
C28 1.2568 4.5333 4.8138
C29 1.9255 3.3186 4.8001
C30 1.2531 2.1119 4.6244
C31 2.0198 0.8213 4.6995
C32 -0.1323 2.1365 4.4219
Te1 -1.1762 0.3185 4.0830
C33 -0.8430 3.3428 4.5009
C34 -2.3475 3.4073 4.4654
C35 -0.1272 4.5212 4.6814
H42 3.0709 5.6892 4.9187
H43 1.8025 6.2281 6.0175
H44 1.6766 6.5809 4.2994
H45 3.0003 3.3015 4.9483
H46 3.0859 1.0066 4.8316
H47 1.8785 0.2241 3.7974
H48 1.6696 0.2033 5.5287
H49 -2.7624 2.9539 3.5650
H50 -2.6881 4.4404 4.5233
H51 -2.7718 2.8617 5.3116
H52 -0.6715 5.4593 4.7342
C36 -3.5618 -4.9391 2.7870
O3 -2.9031 -4.5212 1.5686
C37 -2.3331 -3.3491 1.5257
S1 -2.4025 -2.2180 2.7887
S2 -1.4984 -2.9100 0.1294
H53 -3.9296 -5.9373 2.5809
H54 -4.3844 -4.2652 3.0184
H55 -2.8444 -4.9508 3.6053

Computed properties:
DFT total energy: -5695.46018 hartree
HOMO-LUMO gap: 7.160 eV
charge: +1
energy above the lowest of the compared OMol25 structures with the same formula, charge and spin: 0.00 kcal per mole

| no. | LUMO (eV) | HOMO energy (eV) |
| --- | --- | --- |
| 1 | -0.943 | -9.66 |
| 2 | -2.773 | -9.93 |